i.
{"formula": "C3H14N2O2S", "method": "ωB97M-V/def2-TZVPD", "charge": 0, "homo_lumo_gap_ev": 8.669, "elements": ["S", "O", "O", "N", "N", "C", "C", "C", "H", "H", "H", "H", "H", "H", "H", "H", "H", "H", "H", "H", "H", "H"], "coordinates": [[-4.05203, -0.36748, 0.55942], [4.06445, 0.52556, -0.41624], [2.44225, -0.81242, 1.46347], [1.04732, -0.21067, -1.14321], [-0.88063, -0.32214, 1.22388], [-1.33711, -0.33542, -0.21490], [-2.69436, 0.37118, -0.33633], [-0.25057, 0.40343, -1.07019], [-3.42824, 0.54994, 2.05298], [-2.50853, 1.40942, -0.05749], [3.87867, -0.11256, 0.27167], [1.73780, -0.56071, 0.84742], [-0.76855, 0.65673, 1.48696], [1.72503, 0.44819, -1.50500], [-0.23417, 1.43427, -0.75686], [4.90932, 0.34670, -0.83156], [-2.96828, 0.32709, -1.39447], [-1.67438, -0.75094, 1.69353], [-1.31904, -1.40119, -0.53549], [-0.81544, 0.47445, -2.03711], [1.11642, -1.11289, -1.61028], [2.01007, -0.96053, 2.30981]]}


ii.
{"formula": "C3H14N2O2S", "method": "ωB97M-V/def2-TZVPD", "charge": 0, "homo_lumo_gap_ev": 8.320, "elements": ["S", "O", "O", "N", "N", "C", "C", "C", "H", "H", "H", "H", "H", "H", "H", "H", "H", "H", "H", "H", "H", "H"], "coordinates": [[2.21785, -2.20091, 0.63784], [-2.54518, 0.76328, -2.35301], [-0.65257, -2.53556, 0.01976], [0.90119, 1.72146, 0.60632], [-1.36975, 0.65156, 0.61778], [1.55185, -0.66408, 1.25492], [-0.50120, 1.64940, 0.04533], [1.58156, 0.49360, 0.22461], [2.63953, 0.84339, 0.14703], [0.51191, -0.80222, 1.53629], [-2.55339, 0.20972, -1.57703], [1.40112, 2.42700, 0.10634], [-1.60487, 0.92576, 1.56749], [0.31519, -2.79560, 0.24304], [-1.02514, 2.63904, 0.19730], [-0.95053, -0.26487, 0.51205], [1.63931, -1.81169, -1.23741], [-3.42800, 0.75105, -2.74545], [2.16654, -0.44319, 2.18412], [-1.11124, -3.35220, -0.19062], [-0.39430, 1.69854, -1.03663], [1.21012, 0.09649, -0.76008]]}


Quick one: least stable of them? ii


i.
{"formula": "C6H12", "method": "ωB97M-V/def2-TZVPD", "charge": 0, "smiles": "CC(C)C1CC1", "homo_lumo_gap_ev": 11.430, "elements": ["C", "C", "C", "C", "C", "C", "H", "H", "H", "H", "H", "H", "H", "H", "H", "H", "H", "H"], "coordinates": [[-0.63630, 0.00514, -0.19342], [1.89981, -0.42940, -0.44645], [1.75876, 0.99762, 0.01199], [-1.55984, 0.99669, 0.52645], [-1.22579, -1.41470, -0.30174], [0.74882, -0.03065, 0.42929], [1.43158, 1.73953, -0.71294], [-0.50025, 0.40828, -1.21045], [-0.97939, -1.89793, -1.25575], [0.78380, -0.36398, 1.46843], [2.70351, -1.02869, -0.02801], [1.66306, -0.65789, -1.48291], [-0.82733, -2.06337, 0.48539], [-2.31630, -1.41294, -0.21333], [2.47356, 1.37282, 0.73943], [-2.55774, 1.00404, 0.07203], [-1.15279, 2.01077, 0.44528], [-1.68288, 0.78156, 1.59571]]}


ii.
{"formula": "C6H12", "method": "ωB97M-V/def2-TZVPD", "charge": 0, "smiles": "C/C=C/C.C=C", "homo_lumo_gap_ev": 9.185, "elements": ["C", "C", "C", "C", "C", "C", "H", "H", "H", "H", "H", "H", "H", "H", "H", "H", "H", "H"], "coordinates": [[-0.95299, -0.32051, 0.29778], [0.28623, 1.29437, -1.14523], [0.25078, -0.41731, 0.85573], [1.29591, 0.56919, -1.62779], [-2.13160, 0.22855, 1.02709], [1.39443, -1.16180, 0.31867], [-2.70572, 0.94788, 0.43238], [-1.81224, 0.72599, 1.94911], [0.47125, 0.02453, 1.82550], [-0.68485, 1.34159, -1.63164], [2.40412, -0.86791, 0.62289], [-1.13721, -0.82384, -0.65242], [0.88436, -1.81071, 1.12090], [-2.81077, -0.58646, 1.30205], [1.15080, -0.11940, -2.45473], [1.34575, -1.76017, -0.59094], [0.42883, 2.00351, -0.33310], [2.32290, 0.73250, -1.31626]]}


Quick one: least stable of them? ii


i.
{"formula": "C6H12", "method": "ωB97M-V/def2-TZVPD", "charge": 0, "smiles": "C/C=C/C.C=C", "homo_lumo_gap_ev": 10.311, "elements": ["C", "C", "C", "C", "C", "C", "H", "H", "H", "H", "H", "H", "H", "H", "H", "H", "H", "H"], "coordinates": [[0.87203, 0.38374, -1.98191], [0.01552, -0.13199, 1.39037], [1.17415, -0.87400, -2.28181], [-1.02171, 0.36757, 0.72176], [0.64064, -1.46987, 1.12356], [-1.65993, 1.69800, 0.99518], [1.38312, 0.92139, -1.18775], [-1.45251, -0.22136, -0.09008], [0.49943, -2.14924, 1.97338], [0.65179, -1.42040, -3.06313], [-1.10070, 2.25851, 1.75178], [0.45602, 0.45973, 2.19566], [-2.68879, 1.57535, 1.35607], [1.95258, -1.41443, -1.74805], [-1.71192, 2.30996, 0.08619], [0.08799, 0.92690, -2.50497], [0.20738, -1.93785, 0.23412], [1.72290, -1.37904, 0.96430]]}


ii.
{"formula": "C6H12", "method": "ωB97M-V/def2-TZVPD", "charge": 0, "homo_lumo_gap_ev": [7.464, 7.991], "elements": ["C", "C", "C", "C", "C", "C", "H", "H", "H", "H", "H", "H", "H", "H", "H", "H", "H", "H"], "coordinates": [[1.50752, 0.65028, 0.65669], [1.57837, -0.52624, -0.15078], [-1.07522, 1.62917, 0.23540], [-1.14115, -0.66872, -0.37456], [-0.77886, -1.44630, 0.80244], [0.08472, -1.32169, -0.43037], [2.12005, -1.35808, 0.30452], [-0.70245, 2.57199, 0.66166], [-0.37834, -0.89067, 1.66815], [-1.31494, -2.35907, 1.06302], [1.72994, 1.61654, 0.21189], [1.93318, -0.34360, -1.16814], [-2.00375, -0.53669, -1.00905], [-1.97386, 1.34357, 0.78187], [0.30847, -2.11699, -1.13524], [-1.30128, 1.81212, -0.81566], [1.70224, 0.58202, 1.72433], [-0.07798, 0.99190, 0.46340]]}


iii.
{"formula": "C6H12", "method": "ωB97M-V/def2-TZVPD", "charge": 0, "smiles": "C/C=C/CCC", "homo_lumo_gap_ev": 9.070, "elements": ["C", "C", "C", "C", "C", "C", "H", "H", "H", "H", "H", "H", "H", "H", "H", "H", "H", "H"], "coordinates": [[-0.19587, -0.60020, -0.28905], [-0.89399, 0.70135, 0.07321], [-0.70420, 1.11374, 1.54683], [-0.28181, -1.04834, -1.56290], [0.68762, 1.08297, 2.11271], [0.84118, -1.61343, -2.38150], [0.80891, 1.54720, 3.09110], [0.01533, -1.25052, 0.55794], [0.67256, -2.63974, -2.74598], [-0.42619, 1.48172, -0.52694], [-1.95076, 0.64137, -0.19619], [1.69858, -1.82736, -1.73757], [-1.22514, -0.92230, -2.10082], [1.40547, 1.51281, 1.40910], [-1.12262, 2.12724, 1.55730], [1.07352, 0.07448, 2.29298], [1.06260, -0.96773, -3.22460], [-1.46517, 0.58673, 2.12440]]}


Quick one: least stable of them? ii